{"formula": "C7H10O", "method": "wB97M-V/def2-TZVPD", "elements": ["C", "C", "C", "C", "C", "C", "C", "H", "H", "H", "H", "H", "H", "H", "H", "H", "H", "O"], "xyz": [[0.7536, -0.3354, 1.6382], [-0.3356, 0.3462, 0.6650], [-1.7561, -0.1162, 1.0179], [-1.1253, -0.4475, -0.3353], [-0.0795, -1.0627, -1.1811], [0.8428, -0.2277, -1.6119], [0.9471, 1.2123, -0.9966], [1.7748, -0.2242, 1.2408], [0.6591, 0.1191, 2.6540], [0.5426, -1.4330, 1.6524], [-2.5921, 0.5971, 1.0414], [-1.9117, -0.9576, 1.7181], [-1.6462, 0.1971, -1.0508], [-0.3511, -2.0332, -1.6480], [1.5545, -0.6160, -2.3999], [1.9992, 1.4660, -0.7389], [0.6616, 2.0119, -1.8056], [0.0625, 1.5038, 0.1405]], "forces_ev_per_a": [[-1.283, -0.223, -1.278], [-0.754, -2.227, 2.659], [0.366, -0.788, 0.425], [0.024, 1.148, -0.219], [-2.043, -2.718, -0.769], [1.307, 0.521, -0.065], [-0.186, 1.097, -1.812], [-0.362, 0.145, 0.169], [0.115, -0.424, -0.856], [0.156, 0.814, 0.324], [0.380, -0.448, -0.595], [0.525, 0.850, 0.084], [0.194, 0.390, 0.361], [1.070, 0.429, 0.140], [-0.648, 1.039, 1.044], [-0.608, -0.357, 0.095], [0.374, -1.543, 1.344], [1.374, 2.296, -1.051]], "nbo_charge": [-0.64, 0.28, -0.38, -0.37, -0.16, -0.24, -0.12, 0.21, 0.22, 0.21, 0.23, 0.22, 0.22, 0.21, 0.23, 0.19, 0.20, -0.51], "multiplicity": 1, "homo_energy_ev": -8.6, "charge": 0, "gap_ev": 9.561, "relative_energy_kcal_mol": 99.10}

{"formula": "C7H10O2", "method": "wB97M-V/def2-TZVPD", "elements": ["C", "C", "C", "C", "C", "C", "C", "O", "O", "H", "H", "H", "H", "H", "H", "H", "H", "H", "H"], "xyz": [[1.1353, 0.4051, -1.0795], [2.1800, -0.3079, -1.4670], [-0.9466, -1.4980, 2.8860], [-0.8989, -1.5457, 1.5505], [0.4341, 1.7515, -1.2065], [-0.8610, 1.2588, -0.5774], [-0.2311, -0.1734, -0.4037], [-0.7835, -1.0613, -1.2500], [-0.0165, -0.7089, 0.9512], [2.1694, -1.2359, -0.9698], [3.0917, -0.0492, -1.8906], [-1.4878, -2.2026, 3.3533], [-0.2910, -0.8525, 3.3049], [-1.5136, -2.1847, 0.9046], [1.0743, 2.4978, -0.6839], [0.3607, 1.9622, -2.2479], [-0.8944, 1.7423, 0.3657], [-1.6729, 1.2385, -1.2007], [-0.1594, -1.6956, -1.5582]], "forces_ev_per_a": [[-2.061, -0.416, 0.980], [-1.524, 0.477, 1.643], [-0.002, -0.320, -4.101], [-0.562, 0.366, 0.393], [2.184, -0.300, -0.542], [3.208, -1.169, 1.816], [2.629, 0.743, 0.362], [-2.290, -0.367, -0.233], [0.330, 1.013, -1.855], [0.232, -1.564, 0.180], [1.181, 0.886, -1.094], [-1.822, -2.052, 1.974], [1.699, 1.848, 1.815], [0.297, 0.230, 0.237], [-1.003, -0.058, -0.303], [-0.097, 0.780, -0.814], [-1.132, 0.325, 0.907], [-2.230, 0.272, -1.104], [0.963, -0.692, -0.261]], "nbo_charge": [0.05, -0.44, -0.49, 0.15, -0.45, -0.44, 0.52, -0.71, -0.54, 0.20, 0.21, 0.20, 0.20, 0.18, 0.23, 0.22, 0.23, 0.22, 0.49], "multiplicity": 1, "homo_energy_ev": -8.7, "charge": 0, "gap_ev": 9.596, "relative_energy_kcal_mol": 76.74}

{"formula": "C7H10O2", "method": "wB97M-V/def2-TZVPD", "elements": ["C", "C", "C", "C", "C", "O", "C", "C", "O", "H", "H", "H", "H", "H", "H", "H", "H", "H", "H"], "xyz": [[0.8758, 0.3175, 0.1157], [-2.2031, -1.3021, -1.1079], [2.2039, -0.2568, 0.4515], [0.8599, 1.5241, -0.7672], [-0.2386, -0.7303, 0.0846], [-1.0981, -0.4138, -0.9736], [-0.3383, 0.5574, 1.3702], [-1.0731, 1.0817, 2.1618], [-0.0687, -1.8879, 0.4950], [-1.9290, -2.3116, -0.7947], [-3.0419, -0.9416, -0.5060], [-2.4805, -1.3090, -2.1631], [2.4730, 0.0718, 1.4557], [-0.1365, 1.9457, -0.8533], [1.5499, 2.2850, -0.3985], [2.1417, -1.3565, 0.5381], [2.9748, 0.0040, -0.2717], [1.1840, 1.1965, -1.7615], [-1.6552, 1.5259, 2.9249]], "forces_ev_per_a": [[-3.671, -0.785, 1.903], [-0.199, -0.146, -0.069], [0.180, -0.867, 1.599], [-0.299, -0.041, -0.285], [2.367, -2.341, -4.333], [-0.086, -0.317, 1.396], [2.905, 1.482, -0.447], [-0.037, -0.062, 0.243], [-1.079, 1.852, 0.152], [-0.013, 0.144, -0.022], [0.015, -0.051, -0.041], [0.019, 0.077, 0.124], [0.527, 0.157, -0.133], [0.015, 0.040, -0.063], [-0.035, -0.067, 0.017], [-0.084, 0.489, -0.232], [-0.182, 0.299, 0.012], [0.005, 0.130, 0.062], [-0.349, 0.005, 0.118]], "nbo_charge": [0.03, -0.26, -0.65, -0.62, 0.70, -0.53, -0.09, -0.16, -0.64, 0.21, 0.18, 0.19, 0.23, 0.24, 0.22, 0.26, 0.23, 0.23, 0.24], "multiplicity": 1, "homo_energy_ev": -9.5, "charge": 0, "gap_ev": 9.867, "relative_energy_kcal_mol": 94.83}

{"formula": "C7H10O3", "method": "wB97M-V/def2-TZVPD", "elements": ["C", "C", "C", "C", "C", "C", "C", "O", "O", "O", "H", "H", "H", "H", "H", "H", "H", "H", "H", "H"], "xyz": [[-1.0728, 0.6774, -0.9680], [-0.3088, -1.0116, 0.8858], [-0.0073, -0.1117, -0.3475], [-0.4031, 1.2982, 0.1697], [-0.5949, -2.4914, 0.5063], [1.2873, -0.3391, -1.1034], [0.3960, 2.6039, 0.1978], [-1.7766, 0.7686, -1.9361], [-1.3171, -0.3287, 1.5602], [-1.1332, 1.0812, 1.4141], [0.7045, -1.0636, 1.4849], [-1.6568, -2.5735, 0.5417], [-0.2642, -3.1165, 1.3097], [-0.2062, -2.7263, -0.4850], [1.2734, -1.3039, -1.6515], [2.1014, -0.4262, -0.4471], [1.4064, 0.3949, -1.8340], [0.1806, 2.9479, 1.1347], [-0.0563, 3.2381, -0.5321], [1.4479, 2.4825, 0.0999]], "forces_ev_per_a": [[-0.613, -0.393, -1.036], [3.346, -0.014, -0.951], [0.748, -0.507, 0.956], [-0.108, 0.230, 0.481], [-0.769, 1.765, 0.725], [-1.726, -1.997, -0.026], [-1.279, -2.154, -1.434], [0.205, 0.160, 0.455], [-0.965, -0.888, 0.424], [1.089, 0.142, -0.530], [-1.685, 0.583, -0.734], [-1.029, -0.326, -0.531], [0.614, -0.582, 0.091], [0.047, -0.109, 0.330], [-0.269, 0.426, 0.230], [1.248, 0.308, 0.975], [0.508, 1.367, -1.092], [-0.325, 1.444, 2.521], [0.171, 0.728, -0.515], [0.793, -0.181, -0.340]], "nbo_charge": [0.58, 0.13, -0.20, 0.13, -0.63, -0.60, -0.63, -0.47, -0.26, -0.23, 0.15, 0.23, 0.22, 0.23, 0.22, 0.22, 0.22, 0.24, 0.23, 0.22], "multiplicity": 1, "homo_energy_ev": -9.1, "charge": 0, "gap_ev": 9.801, "relative_energy_kcal_mol": 114.08}

{"formula": "C7H10O3", "method": "wB97M-V/def2-TZVPD", "elements": ["C", "C", "C", "C", "C", "C", "C", "O", "O", "O", "H", "H", "H", "H", "H", "H", "H", "H", "H", "H"], "xyz": [[-0.6753, -1.7609, -0.8697], [-1.8598, -0.4724, 0.9786], [-0.1687, 0.7113, -1.0228], [0.5194, 0.2964, 0.2143], [-0.7220, -0.4689, -0.2645], [-0.9550, 2.0381, -1.0403], [2.4905, -0.6209, 1.1633], [-0.9682, -2.8244, -0.4044], [-2.3567, 0.4947, 1.4921], [1.7146, -0.3037, 0.0031], [-0.5186, -1.7766, -1.9310], [-1.8174, -1.4544, 1.3289], [0.3082, 0.3183, -1.9583], [0.3580, 0.8147, 1.1576], [-1.1924, 2.2309, -2.0364], [-0.3833, 2.8929, -0.7310], [-2.0110, 2.0772, -0.4653], [3.0463, -1.4085, 0.8335], [1.9794, -0.9971, 2.0916], [3.2120, 0.2131, 1.4605]], "forces_ev_per_a": [[1.848, 4.826, -2.956], [2.417, 3.208, -2.709], [-1.174, 0.599, 0.350], [-0.173, -0.157, -0.034], [-2.694, 0.840, 2.662], [-1.928, -0.754, 1.454], [-0.398, 2.005, 1.157], [-1.713, -6.181, 3.092], [0.137, -1.036, -0.336], [1.330, -0.217, 1.079], [0.150, -0.095, -1.072], [-0.741, -2.108, 1.140], [-0.280, 0.911, 0.922], [0.209, 0.336, -0.219], [-0.615, 0.393, -1.819], [0.483, 0.218, 0.469], [2.682, -0.496, -1.066], [1.878, -2.163, -0.692], [-0.273, 0.648, -1.002], [-1.145, -0.777, -0.418]], "mulliken_spin": [0.68, 0.06, 0.06, 0.01, 0.07, 0.00, 0.00, 0.91, 0.03, 0.00, 0.14, 0.01, 0.01, 0.02, 0.00, 0.00, 0.00, 0.00, 0.00, 0.00], "multiplicity": 3, "homo_energy_ev": [-6.0, -9.1], "charge": 0, "gap_ev": [6.848, 6.649], "relative_energy_kcal_mol": 67.59}

{"formula": "C7H11AlF4N3O4P", "method": "wB97M-V/def2-TZVPD", "elements": ["O", "N", "O", "C", "C", "C", "N", "C", "C", "O", "N", "C", "C", "P", "O", "H", "H", "H", "H", "H", "H", "H", "H", "H", "H", "H", "F", "Al", "F", "F", "F"], "xyz": [[2.7239, 0.9812, 2.7139], [3.5063, 1.0190, 1.8791], [2.9328, 1.5943, 0.6169], [2.5336, 0.5624, -0.2739], [1.0569, 0.6478, -0.5504], [0.2229, 1.2610, 0.3875], [-1.0742, 1.3611, 0.1742], [-1.9251, 1.9829, 1.1900], [-2.3119, 0.9725, 2.2873], [-2.5737, -0.2819, 1.7578], [-1.6935, 0.9226, -0.9113], [-0.9472, 0.2917, -1.7850], [0.4478, 0.1188, -1.6493], [1.2206, -0.8221, -3.0086], [0.4755, -0.6756, -4.2733], [2.7697, -0.4152, 0.1495], [3.0801, 0.7038, -1.2035], [0.6133, 1.6713, 1.3025], [-2.8096, 2.3763, 0.7073], [-1.3354, 2.7919, 1.6111], [-1.5046, 0.9376, 3.0214], [-3.2314, 1.3226, 2.7483], [-1.8190, -0.9036, 1.7665], [-1.4479, -0.0676, -2.6664], [2.5660, -0.4351, -3.0767], [1.2518, -2.1090, -2.4627], [-0.9306, -2.1703, -1.3482], [-0.5705, -3.2296, -0.0688], [0.6643, -4.2194, -0.5840], [-1.9194, -4.0424, 0.4369], [0.0284, -2.1471, 1.1118]], "forces_ev_per_a": [[-0.143, 0.218, 0.045], [0.245, -0.338, -0.114], [-0.288, 0.138, 0.183], [0.165, 0.291, 0.050], [-0.033, -0.006, 0.557], [0.058, -0.173, -0.177], [0.138, 0.029, -0.139], [-0.070, 0.133, 0.290], [0.614, -0.230, -0.157], [-0.108, -0.868, -0.335], [-0.001, -0.080, 0.019], [0.180, 0.237, 0.081], [-0.176, 0.060, -0.347], [-0.451, -0.659, -0.515], [-0.019, 0.217, 0.028], [0.017, -0.191, -0.100], [0.113, -0.174, -0.084], [-0.014, 0.097, 0.117], [0.019, -0.037, -0.321], [-0.165, 0.216, 0.101], [-0.064, 0.025, 0.215], [0.046, 0.174, 0.228], [-0.190, 0.498, 0.083], [-0.128, -0.071, -0.121], [0.099, 0.192, 0.266], [0.223, -0.043, 0.138], [-0.116, 0.095, -0.266], [0.148, 0.114, 0.001], [0.345, -0.116, -0.104], [-0.279, -0.076, 0.209], [-0.167, 0.327, 0.171]], "nbo_charge": [-0.18, 0.44, -0.49, -0.13, -0.01, 0.10, -0.06, -0.24, -0.06, -0.72, -0.16, 0.12, -0.29, 1.52, -1.06, 0.23, 0.21, 0.25, 0.24, 0.21, 0.17, 0.20, 0.51, 0.27, -0.09, -0.02, -0.79, 2.15, -0.77, -0.76, -0.80], "multiplicity": 1, "homo_energy_ev": -11.2, "charge": 0, "gap_ev": 9.186}